{"formula": "C16H19Cl2NO6PbS", "method": "the ωB97M-V functional and the def2-TZVPD basis", "homo_energy_ev": -14.363, "spin_multiplicity": 1, "total_energy_ha": -2638.0479, "total_charge": 2, "orbital_gap_ev": 6.8, "symbols": ["Pb", "C", "C", "O", "C", "C", "O", "C", "C", "O", "C", "C", "O", "H", "H", "H", "H", "H", "H", "H", "H", "H", "H", "H", "H", "H", "H", "H", "H", "Cl", "C", "C", "C", "Cl", "C", "O", "C", "C", "O", "C", "H", "H", "H", "S", "C", "N"], "positions_angstrom": [[0.555, -0.169, -0.229], [1.126, -3.214, 0.850], [-0.305, -3.141, 1.332], [-0.910, -1.911, 0.877], [-1.656, -1.192, 1.876], [-0.753, -0.484, 2.851], [0.102, 0.418, 2.128], [1.223, 0.872, 2.907], [2.251, 1.470, 1.983], [2.678, 0.525, 0.986], [3.574, -0.505, 1.452], [3.132, -1.847, 0.914], [1.734, -1.967, 1.191], [1.182, -3.380, -0.233], [1.633, -4.041, 1.351], [-0.333, -3.183, 2.420], [-0.876, -3.979, 0.932], [-2.319, -1.869, 2.417], [-2.273, -0.476, 1.330], [-0.131, -1.193, 3.402], [-1.361, 0.077, 3.564], [1.635, 0.023, 3.456], [0.893, 1.627, 3.623], [3.103, 1.829, 2.560], [1.833, 2.315, 1.432], [3.581, -0.523, 2.542], [4.580, -0.278, 1.100], [3.693, -2.639, 1.415], [3.311, -1.931, -0.165], [-5.017, 4.000, -4.238], [-3.722, 3.262, -3.396], [-3.007, 4.067, -2.431], [-2.003, 3.564, -1.681], [-1.188, 4.520, -0.511], [-1.625, 2.174, -1.787], [-0.844, 1.666, -0.956], [-2.234, 1.423, -2.913], [-1.728, 0.267, -3.371], [-0.642, -0.370, -2.829], [-3.360, 1.996, -3.631], [-3.301, 5.102, -2.303], [-2.181, -0.250, -4.212], [-3.865, 1.406, -4.385], [0.871, 0.033, -3.435], [1.323, -1.510, -3.947], [1.620, -2.585, -4.239]], "forces_ev_per_angstrom": [[0.1, -0.3, 0.3], [0.0, 0.0, 0.0], [0.0, -0.1, 0.0], [0.1, 0.1, 0.0], [-0.1, -0.1, 0.0], [-0.1, 0.0, 0.1], [0.0, -0.1, -0.2], [0.0, 0.0, 0.1], [0.1, 0.0, -0.1], [-0.1, 0.0, 0.0], [0.0, 0.0, 0.0], [0.0, 0.0, 0.0], [0.0, 0.0, 0.1], [0.0, 0.0, 0.0], [0.0, 0.0, 0.0], [0.0, 0.0, 0.0], [0.0, 0.0, 0.0], [0.0, 0.0, 0.0], [0.0, 0.0, 0.0], [0.0, 0.0, 0.0], [0.0, 0.0, 0.0], [0.0, 0.0, 0.0], [0.0, 0.0, 0.0], [0.0, 0.0, 0.0], [0.0, 0.0, 0.0], [0.0, 0.0, 0.0], [0.0, 0.0, 0.0], [0.0, 0.0, 0.0], [0.0, 0.0, 0.0], [0.0, 0.0, 0.0], [0.0, 0.1, 0.0], [-0.1, 0.0, 0.0], [0.0, 0.0, 0.1], [0.0, 0.0, 0.0], [0.1, 0.0, 0.1], [-0.1, 0.0, -0.2], [0.0, 0.1, 0.2], [-0.1, 0.0, -0.2], [-0.1, 0.0, 0.4], [0.0, -0.1, -0.1], [0.0, 0.0, 0.0], [0.1, 0.0, 0.0], [0.0, 0.0, 0.0], [0.1, 0.1, -0.4], [0.0, -0.2, 0.0], [0.0, 0.1, 0.0]]}



{"formula": "C16H19ClFNO3", "method": "the ωB97M-V functional and the def2-TZVPD basis", "homo_energy_ev": -9.030, "spin_multiplicity": 1, "smiles": "C[C@H]1CCCN(C(=O)COC(=O)Cc2c(F)cccc2Cl)C1", "total_energy_ha": -1461.6679, "total_charge": 0, "orbital_gap_ev": 9.7, "symbols": ["C", "C", "C", "C", "C", "N", "C", "O", "C", "O", "C", "O", "C", "C", "C", "F", "C", "C", "C", "C", "Cl", "C", "H", "H", "H", "H", "H", "H", "H", "H", "H", "H", "H", "H", "H", "H", "H", "H", "H", "H", "H"], "positions_angstrom": [[-3.905, -2.498, -0.067], [-3.539, -1.048, -0.362], [-4.673, -0.096, 0.022], [-4.253, 1.352, -0.215], [-2.956, 1.655, 0.532], [-1.924, 0.723, 0.114], [-0.825, 1.211, -0.485], [-0.631, 2.405, -0.623], [0.235, 0.239, -1.032], [1.479, 0.451, -0.369], [1.496, 0.226, 0.944], [0.550, -0.158, 1.579], [2.858, 0.544, 1.538], [3.976, 0.238, 0.589], [4.905, 1.201, 0.212], [4.800, 2.439, 0.731], [5.941, 0.941, -0.666], [6.063, -0.331, -1.197], [5.162, -1.321, -0.848], [4.135, -1.030, 0.034], [3.009, -2.269, 0.459], [-2.275, -0.645, 0.409], [-4.804, -2.781, -0.609], [-3.100, -3.167, -0.363], [-4.088, -2.635, 0.997], [-3.337, -0.940, -1.434], [-5.567, -0.327, -0.561], [-4.916, -0.236, 1.078], [-5.034, 2.035, 0.123], [-4.095, 1.519, -1.283], [-2.604, 2.664, 0.316], [-3.109, 1.552, 1.612], [0.428, 0.506, -2.073], [-0.040, -0.814, -0.961], [2.862, 1.607, 1.789], [2.959, -0.029, 2.463], [6.629, 1.730, -0.922], [6.864, -0.553, -1.885], [5.250, -2.316, -1.256], [-1.457, -1.325, 0.186], [-2.467, -0.717, 1.486]], "forces_ev_per_angstrom": [[0.1, 0.3, -0.1], [-0.1, -0.1, 0.4], [0.2, 0.1, -0.4], [0.0, -0.1, 0.3], [-0.2, 0.4, -0.3], [-0.4, 0.1, 0.1], [0.3, -0.2, -0.1], [0.3, 0.2, -0.1], [-0.3, 0.0, 0.0], [0.1, 0.2, -0.2], [0.2, 0.0, 0.4], [-0.1, 0.0, 0.0], [-0.1, 0.0, -0.1], [0.1, 0.1, 0.0], [0.0, -0.3, -0.1], [0.0, 0.0, 0.0], [-0.1, 0.1, 0.1], [-0.1, 0.0, 0.1], [-0.1, -0.1, 0.0], [0.4, 0.3, -0.1], [0.0, -0.3, 0.0], [0.0, -0.4, -0.3], [-0.1, -0.1, 0.0], [0.1, -0.1, 0.0], [0.0, -0.1, 0.1], [0.0, 0.0, 0.0], [-0.1, -0.1, 0.0], [0.0, -0.1, 0.1], [0.0, 0.1, 0.0], [0.0, 0.1, 0.0], [-0.1, -0.2, 0.1], [0.0, 0.0, 0.0], [-0.1, 0.0, 0.2], [0.1, 0.1, 0.0], [0.0, -0.1, 0.0], [-0.1, 0.1, -0.1], [0.1, 0.1, 0.0], [0.1, 0.0, -0.1], [0.0, -0.1, 0.0], [0.0, 0.1, 0.1], [0.0, -0.1, 0.0]]}



{"formula": "C16H19ClTi", "method": "the ωB97M-V functional and the def2-TZVPD basis", "homo_energy_ev": [0.672, 0.120], "spin_multiplicity": 3, "total_energy_ha": -1930.6350, "total_charge": -2, "orbital_gap_ev": [3.9, 4.4], "symbols": ["C", "C", "C", "H", "C", "C", "H", "H", "H", "H", "Ti", "Cl", "C", "C", "C", "H", "C", "C", "H", "H", "H", "H", "C", "C", "C", "C", "C", "C", "H", "H", "H", "H", "H", "H", "H", "H", "H"], "positions_angstrom": [[0.919, -2.066, -0.312], [0.978, -1.690, -1.700], [-0.383, -1.517, -2.200], [1.861, -1.648, -2.327], [-1.255, -1.890, -1.102], [-0.456, -2.290, 0.023], [-0.796, -2.639, 1.000], [1.763, -2.188, 0.364], [-0.659, -1.355, -3.255], [-2.331, -1.988, -1.137], [0.013, -0.039, -0.559], [1.240, 1.488, -1.542], [0.107, 2.635, -4.660], [-1.120, 2.011, -5.027], [-0.810, 0.777, -5.672], [-2.113, 2.409, -4.861], [0.610, 0.644, -5.710], [1.175, 1.790, -5.080], [2.231, 1.991, -4.955], [0.214, 3.590, -4.163], [-1.525, 0.072, -6.080], [1.161, -0.177, -6.153], [-1.308, 0.838, 4.734], [-0.063, 0.162, 4.139], [1.201, 0.884, 4.647], [-0.120, -1.336, 4.497], [0.005, 0.242, 2.684], [0.182, 0.205, 1.472], [-1.189, 0.742, 5.815], [-2.215, 0.296, 4.452], [-1.411, 1.902, 4.482], [1.244, 0.835, 5.742], [2.118, 0.428, 4.243], [1.195, 1.950, 4.359], [-1.084, -1.761, 4.176], [0.697, -1.941, 4.073], [-0.076, -1.367, 5.589]], "forces_ev_per_angstrom": [[-0.3, -0.9, -0.9], [-1.2, -0.6, -0.1], [0.6, -1.7, 0.8], [-0.1, 0.5, 0.3], [0.5, -0.9, -0.1], [0.2, 0.5, -0.9], [-0.1, 0.4, -0.3], [-0.2, 0.0, -0.3], [0.1, 0.3, 0.9], [0.0, 0.2, -0.1], [0.0, 0.1, -0.2], [0.9, 1.7, -0.5], [0.0, -0.8, -0.7], [0.9, -0.3, -0.2], [0.6, 0.6, 0.2], [0.0, 0.0, 0.1], [-0.5, 0.7, 0.3], [-1.0, 0.0, -0.3], [0.0, 0.0, 0.1], [0.0, 0.0, 0.1], [0.0, 0.0, 0.0], [0.0, -0.1, 0.0], [0.2, -0.2, 0.2], [0.3, 0.2, -1.1], [0.2, -0.1, 0.5], [0.1, 0.2, 0.6], [-0.1, 0.1, -0.6], [-0.6, 0.4, 1.7], [-0.3, 0.2, 0.3], [0.1, 0.2, -0.1], [0.1, -0.3, -0.1], [0.1, 0.0, 0.1], [-0.4, 0.1, 0.0], [-0.1, -0.5, 0.0], [0.4, 0.1, 0.0], [-0.3, 0.4, 0.1], [0.0, -0.5, 0.2]]}



{"formula": "C16H19F19NO7S2", "method": "the ωB97M-V functional and the def2-TZVPD basis", "homo_energy_ev": -6.354, "spin_multiplicity": 1, "total_energy_ha": -3896.4466, "total_charge": -1, "orbital_gap_ev": 8.1, "symbols": ["C", "C", "C", "O", "S", "O", "O", "N", "S", "O", "O", "C", "C", "C", "F", "F", "F", "H", "H", "H", "H", "H", "H", "H", "H", "H", "H", "H", "C", "C", "C", "F", "F", "F", "F", "O", "C", "C", "F", "F", "F", "F", "H", "H", "H", "H", "C", "C", "C", "F", "F", "F", "F", "O", "C", "C", "F", "F", "F", "F", "H", "H", "H", "H"], "positions_angstrom": [[-5.049, -1.865, -3.205], [-5.955, -1.310, -4.306], [-6.986, -0.257, -3.878], [-6.779, 0.158, -2.517], [-7.492, 1.554, -2.096], [-8.569, 1.731, -3.017], [-7.832, 1.359, -0.725], [-6.392, 2.718, -2.138], [-5.540, 2.952, -3.462], [-4.823, 4.191, -3.293], [-6.247, 2.814, -4.706], [-4.243, 1.707, -3.452], [-3.039, 2.272, -2.721], [-1.894, 1.286, -2.636], [-2.244, -0.019, -2.783], [-1.248, 1.367, -1.421], [-0.927, 1.528, -3.572], [-4.876, -1.172, -2.397], [-4.077, -2.090, -3.632], [-5.416, -2.802, -2.810], [-6.501, -2.153, -4.712], [-5.352, -0.924, -5.120], [-7.984, -0.670, -3.968], [-6.958, 0.589, -4.548], [-4.016, 1.408, -4.465], [-4.604, 0.866, -2.884], [-2.675, 3.145, -3.241], [-3.320, 2.556, -1.718], [2.698, 2.010, -0.881], [2.635, 1.512, -2.339], [1.830, 0.245, -2.641], [2.353, -0.837, -2.025], [1.869, 0.015, -3.973], [3.889, 1.397, -2.836], [2.014, 2.500, -3.036], [3.868, 1.736, -0.108], [4.028, 0.624, 0.674], [5.238, -0.208, 0.231], [5.087, -0.660, -1.023], [5.349, -1.277, 1.062], [2.917, -0.123, 0.772], [4.321, 1.056, 1.930], [2.717, 3.094, -0.976], [1.788, 1.769, -0.334], [0.792, 0.370, -2.335], [6.149, 0.390, 0.288], [4.855, -1.854, 4.573], [3.650, -2.788, 4.800], [2.354, -2.192, 5.360], [2.528, -1.695, 6.600], [1.427, -3.175, 5.435], [4.028, -3.847, 5.550], [3.314, -3.263, 3.569], [5.902, -1.854, 5.541], [5.922, -1.033, 6.640], [5.954, -1.836, 7.945], [4.857, -2.604, 8.064], [5.986, -0.972, 8.988], [4.930, -0.126, 6.636], [7.088, -0.343, 6.599], [5.339, -2.251, 3.683], [4.542, -0.842, 4.315], [1.976, -1.404, 4.702], [6.842, -2.471, 7.971]], "forces_ev_per_angstrom": [[0.4, -0.1, -0.5], [0.0, -0.1, 0.5], [-0.1, -0.4, -0.2], [0.2, 0.2, -0.3], [-0.1, 0.5, 0.6], [-0.3, 0.1, -0.5], [0.1, -0.1, 0.5], [0.2, -0.8, -0.5], [0.1, 0.7, 0.3], [0.1, 0.4, 0.1], [-0.3, -0.5, -0.4], [0.1, 0.0, 0.5], [0.3, -0.5, -0.3], [0.4, -0.2, 0.2], [0.2, 0.7, 0.1], [-0.2, -0.1, -0.6], [-0.5, -0.2, 0.3], [-0.1, 0.1, 0.3], [0.2, -0.1, -0.1], [-0.3, -0.1, 0.3], [-0.1, -0.1, -0.3], [0.2, 0.2, -0.1], [-0.3, -0.1, 0.2], [0.1, 0.3, 0.0], [0.0, 0.0, -0.3], [-0.3, -0.3, -0.1], [0.2, 0.3, 0.0], [-0.1, 0.1, 0.3], [-0.2, 0.4, 0.4], [0.5, -0.1, 0.2], [-0.3, 0.0, -0.2], [0.2, 0.0, 0.2], [0.1, 0.1, 0.0], [0.0, -0.1, 0.0], [-0.1, 0.1, 0.0], [0.1, -0.6, -0.4], [-0.3, 0.5, -0.1], [0.2, 0.0, 0.0], [-0.2, 0.0, -0.1], [0.0, 0.0, 0.0], [0.0, 0.0, -0.2], [0.0, 0.0, 0.1], [0.0, 0.0, 0.0], [0.0, -0.3, -0.1], [0.0, 0.0, 0.0], [0.0, 0.0, 0.1], [0.3, 0.3, -0.4], [0.4, -0.1, 0.3], [-0.2, 0.0, -0.2], [0.2, 0.0, 0.1], [0.0, 0.0, 0.0], [0.0, 0.1, 0.1], [-0.1, 0.1, -0.1], [-0.5, -0.3, 0.5], [0.0, 0.0, -0.5], [0.1, -0.1, 0.1], [-0.1, 0.0, -0.1], [0.0, 0.0, 0.0], [-0.1, -0.2, 0.0], [0.0, 0.1, 0.0], [0.0, -0.1, 0.0], [-0.2, 0.0, 0.2], [0.0, 0.0, 0.0], [0.0, 0.0, 0.0]]}